A 7-piece molecular cluster, C34H73F12N5O4P3 overall in a non-equilibrium geometry, computed with ωB97M-V/def2-TZVPD.

Atoms and positions in Å:
1 O 2.03280 1.43857 0.40652
2 C 1.10148 2.51276 0.20905
3 O 0.23203 2.69352 1.13240
4 O 1.22725 3.19750 -0.82274
5 H 1.79154 1.14726 1.32871
6 C -6.03345 -0.65817 6.15162
7 C -4.89219 0.27657 6.56521
8 N -3.68894 0.06758 5.77139
9 C -3.01899 -1.09324 5.58770
10 C -2.10556 -0.86756 4.69530
11 N -2.22611 0.43630 4.35679
12 C -3.16837 0.95230 5.00001
13 C -1.36218 1.17300 3.44122
14 H -5.78499 -1.69364 6.36761
15 H -6.27065 -0.56240 5.09376
16 H -6.90313 -0.35698 6.73676
17 H -4.72127 0.18396 7.64122
18 H -5.15606 1.33044 6.46522
19 H -3.22541 -1.91099 6.25661
20 H -1.33209 -1.51700 4.32427
21 H -3.39515 2.00036 4.90871
22 H -0.68334 0.53654 2.89160
23 H -0.74534 1.87078 3.99964
24 H -1.97203 1.74035 2.74185
25 C 7.41068 -1.18082 1.64317
26 C 5.99452 -0.84080 2.07313
27 N 5.83739 0.63424 2.19177
28 C 6.61406 1.47458 2.90906
29 C 6.12534 2.70230 2.78531
30 N 4.96730 2.57364 2.08568
31 C 4.83637 1.33472 1.71087
32 C 4.01458 3.67075 1.81575
33 H 7.61499 -0.90550 0.60984
34 H 7.55400 -2.26690 1.65063
35 H 8.17160 -0.79887 2.32178
36 H 5.62012 -1.22375 3.02223
37 H 5.33761 -1.22378 1.29592
38 H 7.53374 1.17473 3.37032
39 H 6.53973 3.63353 3.10837
40 H 3.99226 0.99943 1.12003
41 H 3.54860 3.97570 2.74211
42 H 3.25908 3.28593 1.13029
43 H 4.56546 4.47589 1.34239
44 C -1.73759 0.87824 -4.65671
45 C -1.23450 0.83198 -3.21046
46 C -2.10031 0.01725 -2.28249
47 C -2.30347 -1.41422 -2.81060
48 P -2.82510 -2.57362 -1.55883
49 C -2.87893 -4.20702 -2.31487
50 C -3.21206 -5.44195 -1.46403
51 C -2.75588 -6.72885 -2.15509
52 C -3.67173 -7.06179 -3.35073
53 C -1.73632 -2.51190 -0.12654
54 C -0.32748 -2.93386 -0.41641
55 C 0.51171 -1.80612 -1.01967
56 C 1.98458 -2.15695 -1.10967
57 C -4.48655 -2.16896 -1.00044
58 C -4.95280 -2.90478 0.23457
59 C -6.43918 -2.75942 0.44437
60 C -6.97452 -3.86795 1.28909
61 H -1.77231 -0.12015 -5.11016
62 H -1.17640 1.55292 -5.29277
63 H -2.76312 1.27287 -4.65176
64 H -1.20351 1.88289 -2.89659
65 H -0.18508 0.50944 -3.21800
66 H -3.08108 0.50353 -2.15042
67 H -1.73616 0.07596 -1.24768
68 H -1.42957 -1.77066 -3.35984
69 H -3.09805 -1.36097 -3.56814
70 H -1.90509 -4.36068 -2.79178
71 H -3.59752 -4.05081 -3.13515
72 H -4.25199 -5.53145 -1.16502
73 H -2.58236 -5.30955 -0.56843
74 H -2.84969 -7.53449 -1.42983
75 H -1.76085 -6.63195 -2.58149
76 H -3.59745 -8.12206 -3.58564
77 H -3.31275 -6.50088 -4.21309
78 H -4.72254 -6.85208 -3.15557
79 H -2.22492 -3.21985 0.56525
80 H -1.79943 -1.56089 0.40280
81 H -0.27152 -3.86477 -0.98834
82 H 0.17149 -3.13907 0.53580
83 H 0.44860 -0.91452 -0.38996
84 H 0.21580 -1.56025 -2.04333
85 H 2.62846 -1.28949 -1.22890
86 H 2.21352 -2.89359 -1.88628
87 H 2.31111 -2.63416 -0.17279
88 H -5.14612 -2.41454 -1.84367
89 H -4.62753 -1.09258 -0.86447
90 H -4.40548 -2.58089 1.12767
91 H -4.70125 -3.96519 0.14498
92 H -6.92609 -2.67931 -0.53343
93 H -6.74749 -1.81877 0.91236
94 H -6.98856 -4.85933 0.83447
95 H -8.00173 -3.65680 1.59791
96 H -6.40069 -3.95867 2.21679
97 C 4.99565 5.24646 -3.65088
98 N 4.14994 4.28735 -2.90477
99 C 4.68548 4.29327 -1.53957
100 C 2.69514 4.70411 -2.86524
101 C 4.30394 2.92729 -3.48740
102 C 3.46277 1.93073 -2.75126
103 O 2.13869 2.12432 -3.20088
104 H 5.01569 6.17177 -3.08230
105 H 4.50273 5.47525 -4.59351
106 H 5.99021 4.84553 -3.78611
107 H 5.68631 3.86428 -1.63889
108 H 4.15050 3.54732 -0.95753
109 H 4.69502 5.28403 -1.12062
110 H 2.19586 4.49353 -3.80379
111 H 2.66430 5.78993 -2.74020
112 H 2.23475 4.23766 -1.99578
113 H 5.35543 2.63078 -3.37591
114 H 4.07462 3.02029 -4.54322
115 H 3.62870 1.93072 -1.66693
116 H 3.77050 0.92500 -3.10390
117 H 1.55181 2.47548 -2.50152
118 P -0.85085 5.60804 -3.64429
119 F 0.53279 5.92782 -4.43161
120 F -0.66655 6.98816 -2.78161
121 F -1.62807 6.31445 -4.82680
122 F -2.25534 5.26820 -2.89212
123 F -1.00098 4.22076 -4.43439
124 F 0.00538 4.76938 -2.55280
125 P 2.17329 -0.93901 3.72602
126 F 2.95352 -1.04380 2.30983
127 F 1.54782 0.51545 3.28168
128 F 0.82077 -1.59540 3.06414
129 F 1.44832 -0.83924 5.16104
130 F 2.71570 -2.38598 4.07645
131 F 3.43638 -0.14606 4.31864

## Properties
M = 936.89 g mol⁻¹
net charge = +1
total energy = -112565.2364 eV
HOMO-LUMO gap = 7.967 eV
HOMO level = -10.0 eV
spin multiplicity = 1